1.
DFT (the ωB97M-V functional and the def2-TZVPD basis) results for a structure of composition C22H37O2SiV at a distorted geometry.

The geometry in XYZ format:
```
63
C22H37O2SiV | the OMol25 dataset | the ωB97M-V functional and the def2-TZVPD basis
C 0.367 -2.367 2.807
H -0.242 -3.217 -0.407
C 1.422 -1.715 2.109
H -1.733 1.038 -3.681
H 1.773 -0.323 -1.439
H 0.007 1.462 -3.417
C 0.366 1.120 -0.425
C 1.758 0.693 -0.983
C -0.256 2.899 2.642
C -0.698 0.664 -3.685
C -1.361 -2.223 -4.401
H -2.300 -1.654 -4.474
H -0.777 2.756 -1.266
C 2.494 1.746 2.131
H 2.227 -1.144 2.568
H -2.240 -1.878 4.036
H -1.055 2.871 3.393
C -2.350 -1.275 3.126
C 1.267 -1.985 0.713
C -0.262 -0.079 -4.950
Si 0.785 1.351 2.763
H 0.309 3.235 0.064
H -1.170 -2.658 -5.397
H 0.266 0.958 0.714
H 0.972 -2.933 -3.250
H 0.242 -2.383 3.890
H 1.650 -0.046 4.637
H -3.527 -0.577 0.050
H 0.436 3.727 2.859
C -2.186 0.146 3.068
H -1.519 -3.024 -3.669
C -2.659 0.574 1.772
C 0.102 -2.796 0.545
H -1.051 -0.165 -5.725
H 3.181 0.921 2.367
H -0.017 0.501 4.992
H 1.344 1.661 5.091
C -2.886 -1.718 1.874
H -0.406 0.548 -0.958
H 1.999 -1.766 -0.063
C 1.117 -2.025 -3.851
H -2.881 1.608 1.503
C -0.213 -1.305 -3.980
H 0.855 3.134 -2.831
O 2.143 1.643 -2.022
C 1.345 2.866 -1.867
O -0.548 -0.505 -2.785
H 2.592 1.975 1.064
H 1.880 -1.383 -3.398
H -1.916 0.786 3.897
V -0.705 -0.942 1.529
H 2.074 3.658 -1.579
H -0.721 3.072 1.661
C -3.058 -0.578 1.039
H 1.476 -2.355 -4.837
H -1.208 -3.791 2.073
H 2.536 0.714 -0.181
C 0.943 0.792 4.542
H 0.687 0.237 -5.401
H -3.267 -2.715 1.673
C -0.416 -3.084 1.846
C 0.230 2.615 -0.829
H 2.782 2.636 2.716
```

Values from the calculation:
Charge: +1
2S+1: 2
Frontier orbital gap (alpha / beta), hartree: 0.302 / 0.272
⟨S²⟩: 1.05
Energy above the lowest of the compared OMol25 structures with the same formula, charge and spin, kcal per mole: 11.6

Population analysis type Mulliken, resulting atomic charges in e: atom 1 (C): -0.639, atom 2 (H): 0.518, atom 3 (C): -0.958, atom 4 (H): 0.293, atom 5 (H): -0.748, atom 6 (H): -0.473, atom 7 (C): 4.157, atom 8 (C): 0.056, atom 9 (C): -1.265, atom 10 (C): 0.401, atom 11 (C): -1.655, atom 12 (H): 0.411, atom 13 (H): 0.289, atom 14 (C): -1.286, atom 15 (H): 0.878, atom 16 (H): 0.543, atom 17 (H): 0.351, atom 18 (C): -0.760, atom 19 (C): -0.658, atom 20 (C): -0.913, atom 21 (Si): 0.985, atom 22 (H): 0.420, atom 23 (H): 0.382, atom 24 (H): -3.422, atom 25 (H): 0.321, atom 26 (H): 0.493, atom 27 (H): 0.306, atom 28 (H): 0.524, atom 29 (H): 0.464, atom 30 (C): -0.489, atom 31 (H): 0.326, atom 32 (C): -0.531, atom 33 (C): -0.594, atom 34 (H): 0.344, atom 35 (H): 0.267, atom 36 (H): 0.314, atom 37 (H): 0.492, atom 38 (C): -0.631, atom 39 (H): 0.043, atom 40 (H): 0.899, atom 41 (C): -1.568, atom 42 (H): 0.537, atom 43 (C): 1.375, atom 44 (H): 0.309, atom 45 (O): -0.500, atom 46 (C): -0.976, atom 47 (O): -0.424, atom 48 (H): 0.394, atom 49 (H): 0.329, atom 50 (H): 0.820, atom 51 (V): 0.603, atom 52 (H): 0.414, atom 53 (H): 0.269, atom 54 (C): -0.660, atom 55 (H): 0.401, atom 56 (H): 0.649, atom 57 (H): 0.631, atom 58 (C): -1.215, atom 59 (H): 0.329, atom 60 (H): 0.526, atom 61 (C): -0.531, atom 62 (C): -0.638, atom 63 (H): 0.472

2.
DFT (the ωB97M-V functional and the def2-TZVPD basis) results for a structure of composition C22H38BCeN6O2PS2 at a distorted geometry.

The geometry in XYZ format:
```
73
C22H38BCeN6O2PS2 | the OMol25 dataset | the ωB97M-V functional and the def2-TZVPD basis
H 3.574 0.064 -4.532
H -0.400 -0.340 -4.257
H -3.315 -0.085 3.245
H -4.334 -3.797 -2.715
H 0.415 -0.796 4.552
C -1.892 -1.863 -3.953
C 2.116 0.747 -2.264
H -2.236 -2.796 -4.392
N 0.175 3.149 1.122
H 3.679 -2.313 -2.557
H 3.721 3.136 2.706
C 0.705 -1.457 3.733
C 3.233 2.174 2.678
H 1.852 -0.052 -4.900
Ce 0.095 0.019 0.387
N 2.297 1.926 1.759
N 1.823 0.660 1.934
H -4.975 1.249 1.774
C -4.138 1.801 1.344
N 1.960 0.901 -0.942
H 2.428 -1.947 2.556
H -4.484 -4.991 -1.430
C 3.528 -1.323 -2.127
C -2.977 1.862 2.336
C 2.187 -1.289 3.398
C -1.760 4.070 1.665
H 2.827 -1.513 -4.761
H 1.676 3.966 -1.909
C -0.779 -1.239 -4.746
C 2.386 -0.612 -2.850
H 3.345 -1.442 -1.059
C -2.514 0.478 2.767
H -1.153 -0.956 -5.732
C -4.040 -3.036 -0.725
C -3.916 -4.120 -1.761
H 4.120 -1.628 4.343
C 3.392 1.050 3.472
O -1.383 -2.240 -2.625
C 3.058 -1.706 4.576
H 4.075 0.927 4.295
C -1.834 2.687 1.819
S -0.883 -2.465 0.149
H 0.476 -2.485 4.016
H -2.883 -4.432 -1.914
C 2.483 0.122 2.968
H 4.458 -0.759 -2.235
O -3.428 -1.780 -1.171
C 2.668 -0.518 -4.346
S -1.748 0.466 -1.529
P -1.895 -1.529 -1.329
H -2.222 -0.133 1.903
N -0.667 2.126 1.478
H 0.030 -1.213 2.903
N 1.742 2.242 -0.712
H -1.670 0.522 3.455
H 0.045 -1.939 -4.885
H 2.855 -1.078 5.447
C 1.782 2.892 -1.883
H -3.842 1.303 0.419
H -5.075 -2.761 -0.548
H -2.527 4.796 1.878
H 2.245 3.942 0.742
H -4.494 2.800 1.089
H 1.473 -1.210 -2.720
H 2.853 -2.739 4.858
H -3.589 -3.304 0.228
H 0.036 5.240 1.008
H -3.334 2.376 3.232
B 1.665 2.892 0.735
H -2.751 -1.202 -3.837
C -0.473 4.313 1.224
H 2.118 2.201 -3.950
C 2.017 1.987 -2.899
```

Values from the calculation:
Charge: +1
2S+1: 2
Frontier orbital gap (alpha / beta), hartree: 0.349 / 0.352
⟨S²⟩: 0.75
Energy above the lowest of the compared OMol25 structures with the same formula, charge and spin, kcal per mole: 0.0

Population analysis type Mulliken, resulting atomic charges in e: atom 1 (H): 0.452, atom 2 (H): 0.060, atom 3 (H): 0.529, atom 4 (H): 0.264, atom 5 (H): 0.334, atom 6 (C): -0.532, atom 7 (C): 0.204, atom 8 (H): 0.358, atom 9 (N): 0.296, atom 10 (H): 0.447, atom 11 (H): 0.482, atom 12 (C): -0.751, atom 13 (C): -0.524, atom 14 (H): 0.368, atom 15 (Ce): -0.121, atom 16 (N): 0.226, atom 17 (N): 0.680, atom 18 (H): 0.398, atom 19 (C): -1.306, atom 20 (N): -0.278, atom 21 (H): 0.174, atom 22 (H): 0.424, atom 23 (C): -1.582, atom 24 (C): 0.747, atom 25 (C): 0.973, atom 26 (C): -1.518, atom 27 (H): 0.394, atom 28 (H): 0.567, atom 29 (C): -0.876, atom 30 (C): 2.038, atom 31 (H): 0.243, atom 32 (C): -1.224, atom 33 (H): 0.434, atom 34 (C): -0.334, atom 35 (C): -1.005, atom 36 (H): 0.440, atom 37 (C): -0.946, atom 38 (O): -0.305, atom 39 (C): -1.912, atom 40 (H): 0.529, atom 41 (C): 0.123, atom 42 (S): -0.464, atom 43 (H): 0.441, atom 44 (H): 0.252, atom 45 (C): -0.282, atom 46 (H): 0.385, atom 47 (O): -0.339, atom 48 (C): -1.986, atom 49 (S): -0.470, atom 50 (P): 1.131, atom 51 (H): 0.059, atom 52 (N): 0.281, atom 53 (H): -0.084, atom 54 (N): 0.854, atom 55 (H): 0.300, atom 56 (H): 0.296, atom 57 (H): 0.389, atom 58 (C): -0.746, atom 59 (H): 0.214, atom 60 (H): 0.329, atom 61 (H): 0.508, atom 62 (H): -0.105, atom 63 (H): 0.402, atom 64 (H): -0.455, atom 65 (H): 0.431, atom 66 (H): 0.364, atom 67 (H): 0.523, atom 68 (H): 0.404, atom 69 (B): -0.493, atom 70 (H): 0.496, atom 71 (C): -0.197, atom 72 (H): 0.548, atom 73 (C): -0.955

3.
DFT (the ωB97M-V functional and the def2-TZVPD basis) results for a structure of composition C22H38BN8O4P2Pr at a distorted geometry.

The geometry in XYZ format:
```
76
C22H38BN8O4P2Pr | the OMol25 dataset | the ωB97M-V functional and the def2-TZVPD basis
H 2.939 5.963 0.113
H -5.747 -2.246 3.852
H -0.719 4.627 0.999
H -2.138 -0.153 3.750
C -3.829 -0.164 0.070
O 1.170 2.695 -0.415
C 3.850 -0.767 0.019
C -2.768 1.506 -0.984
C 2.934 4.878 -0.186
C 0.255 5.041 0.866
P 3.050 -0.431 -2.630
O 3.010 -2.010 -3.053
H 5.108 -2.375 -2.838
C 4.263 -2.587 -3.506
H 3.504 4.743 -1.065
H -3.800 -5.207 2.385
H 4.545 -2.132 -4.442
H -0.258 -3.132 -3.377
C 0.731 4.950 -2.059
H 0.112 6.091 0.556
H -4.472 -2.202 4.990
N -0.351 -1.924 0.253
H 3.174 0.894 3.154
H 3.322 -0.676 0.978
N -2.447 -0.308 0.192
B -1.523 -1.234 1.055
N -0.329 -2.022 -1.139
H 0.883 -2.812 1.809
H -0.332 4.701 -2.243
H 1.480 -4.626 -0.097
H -0.129 -4.802 -2.767
N -3.224 -1.909 2.750
H -2.692 2.833 -2.722
C 0.294 -3.230 -1.414
H 0.879 6.025 -2.081
C 0.316 -3.817 -2.762
H -4.496 -0.862 0.606
H 4.334 -1.708 -0.090
H 2.353 2.166 2.128
O 2.836 -0.600 -1.022
C -2.434 2.842 -1.657
C -3.528 -4.145 2.325
N -1.822 0.740 -0.498
Pr 0.513 0.335 -0.650
N -0.776 -0.305 2.125
C 0.544 -2.862 0.781
H 2.421 2.152 3.890
H 0.106 0.460 -4.365
H 3.364 4.276 0.602
O 1.489 0.062 -2.905
C 0.987 0.743 3.066
N 0.600 0.154 1.903
N -2.393 -2.312 1.720
C -0.083 0.744 3.990
C -1.119 0.068 3.369
H -1.356 3.067 -1.589
H 1.346 -4.024 -3.221
H 1.350 4.430 -2.830
H 4.126 -3.665 -3.626
H -0.096 -1.099 -3.495
C 2.271 1.534 3.056
C 0.615 -0.443 -4.002
H -2.015 -4.208 0.789
H -2.971 3.667 -1.240
C -3.937 -3.002 3.091
C 0.875 -3.757 -0.226
H 1.155 -0.998 -4.785
H 4.583 0.039 -0.079
H 0.793 5.007 1.822
P 1.206 4.263 -0.474
C -2.557 -3.648 1.490
C -4.074 0.966 -0.755
H -5.369 -3.742 4.701
H 0.035 1.044 5.006
H -5.033 1.258 -1.195
C -4.906 -2.820 4.232
```

Values from the calculation:
Charge: +3
2S+1: 4
Frontier orbital gap (alpha / beta), hartree: 0.316 / 0.176
⟨S²⟩: 3.77

Population analysis type Mulliken, resulting atomic charges in e: atom 1 (H): 0.400, atom 2 (H): 0.331, atom 3 (H): 0.347, atom 4 (H): 0.441, atom 5 (C): 0.117, atom 6 (O): -0.860, atom 7 (C): -0.600, atom 8 (C): 0.562, atom 9 (C): -1.185, atom 10 (C): -1.144, atom 11 (P): -0.394, atom 12 (O): 0.091, atom 13 (H): 0.336, atom 14 (C): -0.845, atom 15 (H): 0.413, atom 16 (H): 0.465, atom 17 (H): 0.361, atom 18 (H): 0.313, atom 19 (C): -1.067, atom 20 (H): 0.416, atom 21 (H): 0.353, atom 22 (N): 2.392, atom 23 (H): 0.307, atom 24 (H): 0.121, atom 25 (N): 0.801, atom 26 (B): -0.160, atom 27 (N): -0.612, atom 28 (H): 0.564, atom 29 (H): 0.347, atom 30 (H): 0.582, atom 31 (H): 0.465, atom 32 (N): -0.917, atom 33 (H): 0.381, atom 34 (C): 0.712, atom 35 (H): 0.434, atom 36 (C): -1.319, atom 37 (H): 0.443, atom 38 (H): 0.315, atom 39 (H): 0.015, atom 40 (O): 0.063, atom 41 (C): -0.703, atom 42 (C): -0.918, atom 43 (N): -0.131, atom 44 (Pr): 1.487, atom 45 (N): 0.678, atom 46 (C): -0.520, atom 47 (H): 0.491, atom 48 (H): 0.303, atom 49 (H): 0.339, atom 50 (O): 0.003, atom 51 (C): 0.438, atom 52 (N): 0.160, atom 53 (N): 0.128, atom 54 (C): -1.433, atom 55 (C): -0.086, atom 56 (H): -0.468, atom 57 (H): 0.084, atom 58 (H): 0.345, atom 59 (H): 0.274, atom 60 (H): 0.071, atom 61 (C): -1.230, atom 62 (C): -0.554, atom 63 (H): 0.614, atom 64 (H): 0.477, atom 65 (C): 0.545, atom 66 (C): -1.562, atom 67 (H): 0.369, atom 68 (H): 0.308, atom 69 (H): 0.369, atom 70 (P): 0.830, atom 71 (C): -0.112, atom 72 (C): -1.623, atom 73 (H): 0.382, atom 74 (H): 0.490, atom 75 (H): 0.459, atom 76 (C): -1.088